1.
{"formula": "C3H10NO2", "method": "the ωB97M-V functional and the def2-TZVPD basis", "orbital_gap_ev": [10.996, 5.266], "max_force_ev_per_a": 4.245, "e_above_lowest_ev": 5.942, "multiplicity": 1, "lumo_ev": [-3.655, -5.585], "homo_ev": [-14.65, -10.85], "total_charge": 1, "elements": ["C", "C", "C", "N", "O", "O", "H", "H", "H", "H", "H", "H", "H", "H", "H", "H"], "coordinates": [[-1.467, 1.330, -0.203], [0.972, -0.929, 0.745], [1.401, 0.466, 0.497], [-1.899, 0.035, -0.660], [0.527, -1.748, -0.301], [2.139, 0.641, -0.590], [-0.587, 1.298, 0.367], [-2.323, 1.885, 0.217], [0.273, -1.083, 1.447], [1.789, -1.421, 1.229], [1.441, 1.058, 1.292], [-1.197, -0.461, -1.250], [-2.692, 0.041, -1.331], [-2.217, -0.680, 0.088], [1.165, -1.904, -0.928], [2.678, 1.472, -0.618]], "mulliken_charge": [-0.48, -0.59, -0.67, -0.31, -0.55, -0.50, 0.32, 0.33, 0.45, 0.41, 0.76, 0.33, 0.41, 0.39, 0.32, 0.37]}

***

2.
{"formula": "C15H20N2O2", "method": "the ωB97M-V functional and the def2-TZVPD basis", "orbital_gap_ev": 8.403, "max_force_ev_per_a": 0.646, "e_above_lowest_ev": 2.075, "multiplicity": 1, "lumo_ev": 0.193, "homo_ev": -8.21, "smiles": "O=C(/C=C/c1ccccc1)NCCN1CCOCC1", "elements": ["O", "C", "C", "C", "C", "C", "C", "C", "C", "C", "N", "C", "C", "N", "C", "C", "O", "C", "C", "H", "H", "H", "H", "H", "H", "H", "H", "H", "H", "H", "H", "H", "H", "H", "H", "H", "H", "H", "H"], "coordinates": [[-0.321, -1.989, -1.707], [0.227, -1.470, -0.750], [1.527, -0.778, -0.878], [2.450, -0.687, 0.083], [3.755, -0.055, -0.032], [4.114, 0.753, -1.113], [5.365, 1.333, -1.175], [6.287, 1.119, -0.162], [5.946, 0.324, 0.919], [4.692, -0.253, 0.985], [-0.293, -1.519, 0.505], [-1.625, -2.014, 0.744], [-2.590, -0.888, 1.146], [-2.409, 0.284, 0.309], [-2.823, 0.135, -1.080], [-4.344, 0.208, -1.252], [-4.865, 1.408, -0.715], [-4.525, 1.547, 0.647], [-3.004, 1.496, 0.846], [1.716, -0.410, -1.876], [2.259, -1.145, 1.047], [3.404, 0.936, -1.905], [5.626, 1.957, -2.017], [7.266, 1.573, -0.215], [6.658, 0.155, 1.713], [4.432, -0.873, 1.831], [0.092, -0.910, 1.208], [-1.605, -2.765, 1.541], [-1.945, -2.499, -0.181], [-2.362, -0.581, 2.172], [-3.613, -1.297, 1.139], [-2.437, -0.798, -1.487], [-2.368, 0.963, -1.633], [-4.611, 0.209, -2.309], [-4.825, -0.655, -0.766], [-4.924, 2.513, 0.962], [-5.009, 0.752, 1.237], [-2.763, 1.585, 1.908], [-2.553, 2.339, 0.312]], "mulliken_charge": [-0.65, 0.43, -0.56, -0.17, 0.92, -0.44, -0.62, -0.43, -0.51, -0.47, -0.05, -1.25, -0.50, 0.14, -0.60, -0.58, -0.41, -0.45, -0.76, 0.33, 0.33, 0.26, 0.37, 0.37, 0.38, 0.33, 0.24, 0.40, 0.46, 0.50, 0.29, 0.27, 0.30, 0.39, 0.30, 0.36, 0.30, 0.41, 0.35]}

***

3.
{"formula": "C16H18FNO2S", "method": "the ωB97M-V functional and the def2-TZVPD basis", "orbital_gap_ev": 9.795, "max_force_ev_per_a": 0.959, "e_above_lowest_ev": 0.000, "multiplicity": 1, "lumo_ev": 0.573, "homo_ev": -9.22, "smiles": "C[C@H](CCc1ccccc1)NS(=O)(=O)c1ccccc1F", "elements": ["C", "C", "C", "C", "C", "C", "C", "C", "C", "C", "N", "S", "O", "O", "C", "C", "C", "C", "C", "C", "F", "H", "H", "H", "H", "H", "H", "H", "H", "H", "H", "H", "H", "H", "H", "H", "H", "H", "H"], "coordinates": [[-2.211, -2.136, -2.297], [-1.330, -0.952, -1.907], [-0.917, -1.003, -0.430], [0.242, -1.969, -0.156], [0.777, -1.730, 1.228], [1.602, -0.637, 1.470], [2.064, -0.371, 2.745], [1.708, -1.196, 3.799], [0.888, -2.287, 3.568], [0.424, -2.550, 2.290], [-2.008, 0.285, -2.238], [-1.113, 1.564, -2.760], [-2.019, 2.595, -3.152], [-0.155, 1.070, -3.702], [-0.174, 2.167, -1.339], [1.202, 2.262, -1.411], [1.921, 2.741, -0.327], [1.258, 3.128, 0.827], [-0.122, 3.037, 0.911], [-0.821, 2.556, -0.181], [-2.159, 2.421, -0.103], [-2.484, -2.061, -3.346], [-1.677, -3.068, -2.138], [-3.121, -2.142, -1.701], [-0.437, -0.940, -2.540], [-0.597, -0.006, -0.120], [-1.777, -1.279, 0.185], [1.031, -1.788, -0.890], [-0.094, -3.001, -0.259], [1.884, 0.008, 0.649], [2.705, 0.481, 2.917], [2.069, -0.990, 4.796], [0.608, -2.936, 4.385], [-0.216, -3.403, 2.116], [-2.790, 0.542, -1.658], [1.681, 1.950, -2.326], [2.996, 2.812, -0.383], [1.816, 3.502, 1.672], [-0.655, 3.326, 1.802]], "mulliken_charge": [-1.68, 0.05, 0.26, -0.99, 0.14, -0.09, -0.68, -0.47, -0.55, -0.40, -0.33, 1.32, -0.71, -0.71, -0.24, -0.18, -0.79, -0.37, -0.49, 0.60, -0.36, 0.42, 0.39, 0.34, 0.49, -0.17, 0.32, 0.35, 0.49, 0.38, 0.40, 0.38, 0.38, 0.36, 0.32, 0.52, 0.40, 0.46, 0.45]}

***

4.
{"formula": "C6H9N4O4S", "method": "the ωB97M-V functional and the def2-TZVPD basis", "orbital_gap_ev": [5.202, 7.145], "max_force_ev_per_a": 8.154, "multiplicity": 3, "lumo_ev": [3.574, 0.847], "homo_ev": [-1.63, -6.30], "total_charge": -1, "elements": ["C", "C", "C", "C", "C", "C", "N", "N", "N", "N", "O", "O", "O", "O", "S", "H", "H", "H", "H", "H", "H", "H", "H", "H"], "coordinates": [[3.472, 0.056, -0.262], [2.268, 0.623, -0.531], [-0.981, -0.082, -1.402], [-1.155, -2.103, 0.845], [-0.989, -0.592, 1.083], [-0.305, 0.154, -0.016], [3.121, -1.166, 0.266], [1.832, -1.286, 0.425], [1.272, -0.240, -0.061], [-2.180, 0.533, -1.368], [-1.819, 2.165, 0.754], [-0.391, -0.733, -2.319], [0.568, 2.080, 1.523], [-0.043, 2.712, -0.832], [-0.341, 1.961, 0.395], [4.497, 0.523, -0.279], [1.937, 1.562, -1.051], [-0.199, -2.582, 0.609], [-1.951, -2.261, 0.097], [-1.350, -2.508, 1.811], [-2.005, -0.172, 1.095], [-0.187, -0.580, 2.004], [-2.279, 1.354, -0.589], [-2.792, 0.582, -2.197]], "mulliken_charge": [-0.36, -0.14, 0.10, -1.34, -0.45, 0.39, -0.74, -0.61, 0.95, -0.24, -0.76, -0.69, -0.68, -0.65, 1.25, 0.32, 0.37, 0.29, 0.31, 0.45, 0.35, 0.33, 0.28, 0.25]}